Entry 1:
{
  "formula": "C28H37BrCl5N2O4PdSbSi3",
  "method": "ωB97M-V/def2-TZVPD",
  "symbols": ["Pd", "C", "C", "C", "C", "C", "Br", "N", "C", "H", "H", "H", "H", "H", "H", "Cl", "C", "C", "C", "Cl", "C", "Cl", "C", "Cl", "C", "Cl", "C", "Si", "C", "C", "Sb", "Si", "C", "C", "C", "Si", "C", "C", "C", "H", "H", "H", "H", "H", "H", "H", "H", "H", "H", "H", "H", "H", "H", "H", "H", "H", "H", "H", "H", "H", "H", "H", "H", "H", "H", "H", "O", "C", "O", "C", "C", "C", "C", "C", "C", "N", "O", "O", "H", "H", "H", "H"],
  "positions_angstrom": [[-0.510019, -0.803228, 3.049217], [4.218880, -2.769820, 1.872041], [3.240153, -2.737838, 3.008152], [3.408201, -3.243540, 4.299041], [2.475505, -3.036868, 5.276039], [1.297432, -2.418180, 4.891870], [-0.151883, -2.056963, 6.159647], [1.117908, -1.938174, 3.646245], [2.103106, -1.963955, 2.766386], [3.749178, -2.582102, 0.900267], [4.819691, -3.707376, 1.802151], [4.895810, -1.957296, 2.082193], [4.308717, -3.875348, 4.517949], [2.727237, -3.227751, 6.327843], [1.968663, -1.395715, 1.859607], [-4.304703, -0.760779, 3.703832], [-3.198327, 0.592632, 3.601575], [-1.817755, 0.576685, 3.759627], [-1.113148, 1.691647, 4.168059], [0.523905, 1.480788, 4.648283], [-1.703934, 2.975228, 4.165620], [-0.755829, 4.350670, 4.493334], [-2.997218, 3.048769, 3.568933], [-3.592280, 4.601478, 3.078429], [-3.738093, 1.854872, 3.401539], [-5.396688, 2.072117, 3.071258], [-1.114332, -4.241494, 2.409402], [-0.949367, -3.586286, 0.652086], [-2.413083, -4.035368, -0.401416], [0.763681, -3.567227, -0.099655], [-1.566058, -0.815622, 0.684008], [1.527601, 1.082131, -4.694114], [0.505412, 2.416067, -5.686743], [0.858079, -0.533992, -5.327994], [3.358623, 1.318750, -4.829527], [-3.966785, -0.661524, -0.148146], [-5.526749, -1.540265, 0.584727], [-4.260116, 1.182744, -0.038711], [-3.828902, -1.302330, -1.984103], [-1.484064, -5.252862, 2.540163], [-1.855735, -3.534480, 2.850167], [-0.172632, -4.004859, 2.937022], [-2.385902, -5.110415, -0.667082], [-2.381621, -3.450953, -1.347682], [-3.383834, -3.894227, 0.131871], [0.897956, -4.055635, -1.049678], [1.547747, -4.076687, 0.535518], [1.151292, -2.517678, -0.364877], [0.944830, 2.528575, -6.671755], [0.402547, 3.404973, -5.221183], [-0.542992, 2.100153, -5.859434], [0.442024, -0.583769, -6.338353], [0.080851, -0.987800, -4.604145], [1.664511, -1.360947, -5.319507], [3.942956, 0.525696, -4.298690], [3.651988, 2.314518, -4.453058], [3.779941, 1.323812, -5.838018], [-6.040917, -2.082136, -0.203264], [-6.185214, -0.776519, 1.039542], [-5.233446, -2.201734, 1.386100], [-3.529306, 1.738643, 0.535527], [-5.250151, 1.445877, 0.272696], [-4.108255, 1.572049, -1.033898], [-4.564097, -0.802566, -2.601544], [-4.011506, -2.378232, -2.113193], [-2.797260, -1.081216, -2.352601], [2.350134, 0.312122, -1.128694], [1.967540, 1.180359, -1.896429], [1.229611, 0.912472, -3.044307], [2.210332, 2.606614, -1.583414], [2.764548, 2.948423, -0.288685], [3.140060, 4.235201, -0.009580], [3.069496, 5.217801, -0.959460], [2.522225, 4.894922, -2.209292], [1.993457, 3.675875, -2.433818], [2.629890, 5.867681, -3.342289], [3.409297, 6.768699, -3.186825], [1.928685, 5.578230, -4.314507], [2.869176, 2.155080, 0.437554], [3.601591, 4.509134, 0.954204], [3.463441, 6.228061, -0.812738], [1.308289, 3.622205, -3.311318]],
  "forces_ev_per_a": [[-0.041, -0.112, 0.653], [0.667, -0.939, 0.190], [-0.421, 0.653, -0.643], [1.671, -1.244, -1.108], [-0.577, 0.619, 1.073], [-0.769, 0.559, 0.215], [0.995, -0.378, -1.042], [-0.343, 0.262, 1.322], [0.799, -1.260, 0.430], [0.018, -0.055, 0.297], [-0.518, 0.676, 0.179], [0.585, 0.271, -0.265], [-0.818, 0.888, -0.133], [-0.522, -0.276, -0.563], [-0.021, -0.127, -0.308], [1.331, 0.480, -0.184], [-1.386, 0.886, 0.270], [-0.083, -1.123, 0.135], [-0.401, 1.815, 0.604], [0.102, 0.001, -0.055], [0.615, -0.972, -1.193], [-0.328, -0.097, 0.077], [0.769, 0.634, 0.299], [0.241, -1.219, 0.507], [-0.856, 0.491, -0.006], [-0.411, -0.179, -0.126], [0.119, 1.966, -0.034], [0.282, -0.747, 0.190], [-0.379, 0.219, -0.420], [1.610, 1.121, 0.268], [0.079, -0.795, -0.105], [-0.827, 0.309, -1.673], [-0.359, -0.402, 1.306], [0.324, -2.767, 0.952], [1.000, 0.005, 0.145], [-2.248, -0.328, -1.578], [1.052, 0.817, 0.490], [0.941, -0.073, -0.523], [1.159, 0.159, 0.883], [0.195, -0.156, -0.131], [0.170, -0.610, 0.001], [-0.398, -0.629, -0.092], [0.245, 0.358, 0.129], [-0.207, -0.499, 0.612], [0.693, 0.123, -0.404], [-0.599, -0.484, -0.557], [-0.954, 0.692, -0.243], [-0.586, -1.260, 0.702], [0.284, 0.073, -0.130], [0.369, -0.108, -0.202], [0.549, -0.215, 0.185], [0.007, 0.367, 0.169], [0.929, 0.972, -1.062], [-0.924, 1.280, 0.003], [-0.553, 0.655, -0.127], [-0.092, -0.390, 0.199], [-0.431, -0.140, -0.177], [0.018, -0.054, -0.061], [0.308, -0.321, -0.335], [-0.186, -0.498, 0.171], [0.064, 0.057, 0.469], [-0.529, 0.020, 0.236], [-0.119, 0.188, -0.590], [-0.111, 0.376, -0.121], [0.045, 0.324, 0.307], [-0.834, -0.098, -0.072], [-0.805, 0.457, -1.135], [-0.821, -0.665, -0.444], [0.904, 0.451, 2.290], [0.708, 1.230, 2.304], [-0.697, -1.315, -1.751], [0.645, 0.388, 1.427], [0.108, 0.968, -1.799], [1.154, 1.532, 1.533], [-1.809, -1.408, -2.082], [-1.332, -1.505, 0.304], [-0.227, 0.288, -0.642], [1.040, 1.100, 0.573], [0.177, -0.006, -0.011], [-0.444, -0.380, -0.462], [-0.118, -0.455, 0.076], [1.110, -0.441, 0.411]],
  "homo_ev": [-13.48, -13.86],
  "lumo_energy_ev": [-5.7519, -9.0721],
  "multiplicity": 5,
  "energy_ev": -207092.410,
  "total_charge": 2,
  "relative_energy_kj_mol": 21.58,
  "orbital_gap_ev": [7.73, 4.79]
}

Entry 2:
{
  "formula": "C3H3N3OS",
  "method": "ωB97M-V/def2-TZVPD",
  "symbols": ["H", "N", "C", "N", "C", "N", "H", "C", "O", "S", "H"],
  "positions_angstrom": [[3.239193, 0.277827, -0.069493], [2.533481, 0.038820, 0.674663], [1.369231, -0.065571, 0.221822], [0.425633, -0.234354, 1.234493], [-0.891840, -0.062990, 0.850485], [-2.003472, -0.259287, 1.522403], [-1.793266, -0.418525, 2.489111], [-0.976190, 0.093716, -0.613513], [-2.031840, 0.163762, -1.190850], [0.645466, 0.158372, -1.364294], [0.784615, -0.310541, 2.162206]],
  "forces_ev_per_a": [[-0.869, -0.527, 0.956], [2.415, 0.421, -1.914], [0.020, 0.627, 1.795], [-1.599, 0.201, -1.631], [-1.821, -1.926, 2.895], [2.328, 1.122, -2.047], [0.154, -0.223, 0.782], [-1.990, 0.413, -1.456], [1.436, -0.001, 0.107], [-0.077, -0.138, 0.056], [0.005, 0.030, 0.457]],
  "homo_ev": -9.82,
  "lumo_energy_ev": -0.5360,
  "smiles": "[H]/N=C1/N/C(=N\\[H])C(=O)S1",
  "energy_ev": -20512.083,
  "relative_energy_kj_mol": 125.09,
  "orbital_gap_ev": 9.28
}